{
  "formula": "CH3F3Si",
  "method": "ωB97M-V/def2-TZVPD",
  "homo_ev": [-8.8, -8.1],
  "multiplicity": 1,
  "total_energy_ha": -628.96350,
  "homo_lumo_gap_ev": [8.324, 8.303],
  "e_above_lowest_kcal_mol": 156.3,
  "molar_mass_g_mol": 100.1,
  "lumo_energy_ha": [-0.017, 0.006],
  "total_charge": 0,
  "elements": ["C", "F", "F", "F", "Si", "H", "H", "H"],
  "coordinates": [[-0.34, 1.25, -1.10], [-0.57, 0.73, -2.32], [-0.66, -0.83, 2.34], [0.04, -2.61, 0.74], [0.23, -1.02, 1.06], [-1.22, 1.87, -0.72], [0.81, 1.39, -0.89], [1.69, -0.78, 0.89]],
  "nbo_charge": [-0.047, -0.351, -0.659, -0.669, 1.621, 0.177, 0.172, -0.244]
}

{
  "formula": "CH3F3Si",
  "method": "ωB97M-V/def2-TZVPD",
  "homo_ev": -9.0,
  "multiplicity": 1,
  "total_energy_ha": -628.89334,
  "homo_lumo_gap_ev": 7.703,
  "e_above_lowest_kcal_mol": 200.3,
  "molar_mass_g_mol": 100.1,
  "lumo_energy_ha": -0.048,
  "total_charge": 0,
  "elements": ["C", "F", "F", "F", "Si", "H", "H", "H"],
  "coordinates": [[1.54, 0.28, 0.12], [1.80, 1.47, -0.42], [1.24, -0.54, -0.82], [2.68, -0.22, 0.72], [-2.61, 0.04, -0.68], [-1.79, -0.24, 0.53], [0.85, 0.31, 0.97], [-3.71, -1.08, -0.43]],
  "nbo_charge": [0.864, -0.317, -0.307, -0.357, 0.580, -0.308, 0.118, -0.272]
}